(1)
{"formula": "C11H12ClN2O3W", "method": "ωB97M-V/def2-TZVPD", "elements": ["W", "N", "C", "C", "O", "N", "C", "C", "O", "O", "H", "H", "H", "H", "H", "H", "Cl", "C", "C", "C", "C", "C", "C", "C", "H", "H", "H", "H", "H", "H"], "positions_angstrom": [[8.209903, 1.889046, -0.919005], [10.170795, 0.447052, -0.320043], [11.112587, 1.552227, 0.158920], [10.131557, 2.687978, -0.008171], [9.101971, 2.605433, 0.767319], [9.808238, 3.136196, -1.250341], [10.761371, 3.535264, -2.246897], [10.607886, 5.002439, -2.464272], [10.469044, 6.087938, -2.629444], [6.778878, 2.601898, -1.342411], [9.940321, -0.145307, 0.478090], [10.644943, -0.161525, -0.984466], [11.988871, 1.602486, -0.481816], [11.411876, 1.406516, 1.192777], [10.578040, 3.089492, -3.231687], [11.817813, 3.388986, -1.986127], [-19.869970, -1.722279, 5.049904], [-18.218994, -1.495223, 4.812626], [-17.578925, -2.208394, 3.776238], [-16.246441, -2.025538, 3.584152], [-15.504714, -1.122846, 4.423290], [-14.177853, -0.932255, 4.229803], [-16.196814, -0.419389, 5.470064], [-17.529629, -0.602331, 5.660600], [-18.158558, -2.880752, 3.160337], [-15.725505, -2.556538, 2.797550], [-13.612429, -0.253213, 4.856826], [-13.640778, -1.449665, 3.444128], [-15.638208, 0.258797, 6.102603], [-18.072414, -0.085427, 6.438732]], "forces_ev_per_angstrom": [[0.4, 0.0, 0.1], [-0.1, 0.0, 0.0], [0.0, -0.1, 0.0], [0.0, 0.1, 0.0], [-0.1, -0.1, -0.2], [-0.1, -0.1, 0.1], [0.0, 0.0, 0.0], [0.0, 0.0, 0.0], [0.0, 0.0, 0.0], [-0.1, 0.1, 0.0], [0.0, 0.0, 0.0], [0.0, 0.0, 0.0], [0.0, 0.0, 0.0], [0.0, 0.0, 0.0], [0.0, 0.0, 0.0], [0.0, 0.0, 0.0], [0.0, 0.0, 0.0], [0.0, 0.0, 0.0], [0.0, 0.0, 0.0], [0.0, 0.0, 0.0], [0.0, 0.0, 0.0], [0.0, 0.0, 0.0], [0.0, 0.0, 0.0], [0.0, 0.0, 0.0], [0.0, 0.0, 0.0], [0.0, 0.0, 0.0], [0.0, 0.0, 0.0], [0.0, 0.0, 0.0], [0.0, 0.0, 0.0], [0.0, 0.0, 0.0]], "total_charge": 3, "e_tot_ha": -1287.75536, "molar_mass_g_mol": 439.521, "lumo_energy_ev": [-10.2741, -10.2752], "homo_energy_ev": [-15.85, -15.85], "de_lowest_kj_mol": 0.0}

=====

(2)
{"formula": "C18H31GaN4O3PSSi", "method": "ωB97M-V/def2-TZVPD", "elements": ["Ga", "C", "Si", "C", "C", "C", "C", "C", "C", "N", "C", "S", "H", "H", "H", "H", "H", "H", "H", "H", "H", "H", "H", "H", "C", "C", "C", "O", "C", "O", "O", "H", "H", "H", "H", "H", "H", "H", "C", "N", "C", "N", "C", "N", "C", "P", "C", "C", "H", "H", "H", "H", "H", "H", "H", "H", "H", "H", "H", "H"], "positions_angstrom": [[0.195925, -0.366628, -1.297905], [-3.675612, -2.596052, 1.811750], [-4.261283, -0.858903, 1.889561], [-4.494285, -0.517196, 3.706791], [-5.739631, -0.449351, 0.842343], [-2.958147, 0.302935, 1.138086], [-3.175406, 1.657806, 1.307609], [-2.446321, 2.636901, 0.665742], [-1.441007, 2.232879, -0.191175], [-1.185736, 0.930797, -0.308897], [-1.916034, -0.052097, 0.273267], [-1.429639, -1.618981, -0.285595], [-4.234232, -3.314889, 2.441993], [-2.623607, -2.637475, 2.134945], [-3.674711, -3.045605, 0.805148], [-5.173546, -1.243030, 4.191598], [-4.855619, 0.445656, 3.906886], [-3.480075, -0.607910, 4.210030], [-6.524638, -1.213030, 0.768666], [-5.372669, -0.244573, -0.169569], [-6.222622, 0.500591, 1.184095], [-3.983647, 1.965105, 1.999795], [-2.653487, 3.693644, 0.761202], [-0.747060, 2.921380, -0.636843], [-0.589883, -0.031994, -5.226611], [0.516835, -0.414033, -4.280690], [1.586916, -1.245829, -4.957245], [-0.020853, -1.170787, -3.135323], [1.121888, 0.883658, -3.658162], [1.814539, 1.617403, -4.310633], [0.802407, 1.111346, -2.391902], [-1.073662, -0.936921, -5.571581], [-0.244284, 0.538718, -6.123244], [-1.368213, 0.536379, -4.728037], [1.081013, -2.039970, -5.534986], [2.331331, -1.681722, -4.247109], [2.151079, -0.642171, -5.638938], [-0.525467, -1.970298, -3.374171], [3.666415, 1.876987, 1.975403], [4.401506, 1.280921, 0.852124], [5.088091, 0.069301, 1.330489], [4.107427, -0.898341, 1.940166], [3.365204, -0.237623, 3.064564], [2.657343, 0.999588, 2.601568], [1.552405, 0.658355, 1.747663], [2.132686, -0.131767, 0.243564], [3.467250, 1.021797, -0.272565], [3.193236, -1.438560, 0.965333], [3.166394, 2.790208, 1.589128], [4.416166, 2.115194, 2.734630], [5.756806, 0.346914, 2.126318], [5.660130, -0.376476, 0.479495], [4.025851, 0.056164, 3.814532], [2.631895, -0.964264, 3.444974], [0.897531, 1.511189, 1.514790], [0.946174, -0.134897, 2.249001], [3.014570, 1.915629, -0.722807], [3.988247, 0.599921, -1.114196], [3.772482, -1.883429, 0.103386], [2.581635, -2.252562, 1.361549]], "forces_ev_per_angstrom": [[-0.2, 1.6, 0.1], [0.4, -1.4, -0.4], [-0.2, -0.2, 0.4], [1.5, -1.3, 0.4], [-0.6, 0.7, -0.1], [0.0, -0.8, 0.0], [-0.8, 0.5, 0.9], [0.2, 0.5, -0.7], [-0.1, -0.5, 1.2], [1.0, -0.8, -0.8], [-0.5, 1.6, 0.1], [0.3, -0.8, 0.0], [0.1, 0.6, -0.1], [-0.3, 0.0, 0.1], [-0.1, 0.3, 0.2], [0.3, 0.3, -0.3], [-0.6, 1.5, 0.4], [-1.1, 0.0, -0.5], [0.2, 0.1, 0.2], [-0.1, -0.1, 0.0], [0.3, -0.7, -0.2], [0.5, -0.1, -0.5], [-0.1, -0.1, 0.2], [0.0, 0.1, -0.5], [-0.4, 0.2, -0.6], [1.0, 0.6, 0.2], [0.0, -0.9, 0.4], [-0.1, -0.2, -0.2], [0.0, 0.0, 0.6], [-0.2, -0.2, -0.2], [0.0, -0.9, 0.0], [-0.1, -0.3, -0.3], [0.0, -0.5, 0.9], [0.0, 0.3, 0.1], [0.4, 0.1, 0.3], [-0.8, 0.3, -0.4], [0.2, 0.5, -0.4], [0.2, 0.4, 0.0], [-0.3, 0.4, -0.4], [-0.6, -0.1, -0.3], [-1.4, -0.5, -0.6], [0.5, 0.6, 0.5], [-1.2, -0.2, -2.5], [1.1, -0.5, 0.6], [-1.1, -0.4, 0.5], [0.1, -0.1, -1.2], [0.1, 0.2, 0.0], [0.5, -1.0, -1.3], [0.3, -0.4, 0.5], [-0.3, 0.2, 0.0], [0.4, 0.2, 0.2], [-0.6, 0.1, 0.8], [1.3, 0.3, 1.2], [0.2, 0.3, 0.0], [0.2, -0.1, 0.2], [0.1, 0.7, -0.1], [0.2, 0.2, 0.6], [0.5, -0.5, -0.3], [-0.5, 0.4, 0.9], [0.0, 0.1, 0.2]], "total_charge": 1, "e_tot_ha": -4102.94472, "molar_mass_g_mol": 512.321, "lumo_energy_ev": -2.7182, "homo_energy_ev": -11.54, "de_lowest_kj_mol": 56.2}

=====

(3)
{"formula": "C36H54F4N8NbO6Si", "method": "ωB97M-V/def2-TZVPD", "elements": ["C", "Si", "C", "C", "C", "C", "C", "C", "C", "C", "C", "Nb", "C", "C", "C", "F", "C", "F", "F", "C", "C", "O", "O", "O", "N", "O", "C", "O", "N", "C", "O", "F", "C", "C", "C", "C", "C", "C", "H", "H", "H", "H", "H", "H", "H", "H", "H", "H", "H", "H", "H", "H", "H", "H", "H", "H", "H", "H", "H", "H", "H", "H", "H", "H", "H", "H", "H", "H", "H", "H", "H", "H", "H", "H", "C", "C", "N", "H", "H", "H", "C", "C", "N", "H", "H", "H", "C", "C", "N", "H", "H", "H", "C", "C", "N", "H", "H", "H", "C", "C", "N", "H", "H", "H", "C", "C", "N", "H", "H", "H"], "positions_angstrom": [[6.424523, -1.503528, 0.191522], [4.534261, -1.277361, 0.186571], [3.773903, -3.007782, -0.144765], [4.018673, -0.792573, 1.955832], [3.322086, 0.609864, 2.097469], [2.054066, 0.448395, 3.008611], [0.707853, 0.564555, 2.248121], [0.640976, -0.190928, 0.886629], [-0.078942, -1.577983, 0.947933], [-0.433484, -1.991650, -0.522784], [-1.917501, -2.450863, -0.724782], [-3.506948, -0.874127, -0.357865], [-4.880943, -1.883730, -1.855060], [-6.138492, -1.082509, -2.343192], [-5.840911, 0.255459, -2.999112], [-4.948680, 0.409165, -4.016619], [-6.494408, 1.376564, -2.601576], [-5.881249, 2.534269, -2.364573], [-7.836453, 1.300720, -2.480036], [-2.616836, 0.562052, -1.850713], [-1.890655, -0.063674, -3.040316], [-0.750839, 0.269459, -3.282699], [-2.483388, -0.969615, -3.909505], [-4.291155, -2.158531, 1.127282], [-3.372672, -2.454219, 2.081504], [-3.397523, -3.612933, 2.348629], [-5.092172, 0.667177, 0.320595], [-6.234640, 0.420319, 0.631158], [-4.642830, 2.104911, 0.409983], [-3.823283, 2.215968, 1.584979], [-2.886508, 2.947207, 1.687706], [-4.147284, 1.468306, 2.688155], [3.938962, -0.061088, -1.148443], [4.497086, 1.249406, -1.093536], [4.077689, 2.213608, -2.017154], [3.108504, 1.904021, -2.990896], [2.587538, 0.606601, -3.032718], [2.981118, -0.406179, -2.120209], [6.935501, -0.559382, 0.480645], [6.725426, -2.239817, 0.967880], [6.843288, -1.862599, -0.763501], [4.532828, -3.754699, -0.438808], [3.354697, -3.373530, 0.817167], [2.926641, -2.982734, -0.849536], [3.356711, -1.586512, 2.337442], [4.936035, -0.766374, 2.574577], [2.962192, 1.031932, 1.144658], [4.049003, 1.329448, 2.515065], [2.111700, -0.438999, 3.660738], [2.088417, 1.310840, 3.717534], [-0.093244, 0.141022, 2.891671], [0.396577, 1.611734, 2.068193], [1.606749, -0.322666, 0.370585], [0.017972, 0.430722, 0.208141], [-0.947811, -1.570460, 1.621533], [0.665747, -2.285646, 1.371690], [-0.129957, -1.194523, -1.221666], [0.210763, -2.872151, -0.751556], [-2.106503, -3.346818, -0.103158], [-2.005189, -2.789174, -1.785480], [-2.441718, -0.155842, 0.949045], [-5.286727, -2.784629, -1.339974], [-4.366842, -2.286003, -2.751040], [-6.915312, -0.961032, -1.569549], [-6.628444, -1.712668, -3.128438], [-1.842390, 1.132534, -1.296980], [-3.328606, 1.337330, -2.205200], [-2.197416, -1.868514, -3.700492], [-5.480490, 2.659721, 0.642774], [5.234594, 1.494000, -0.317661], [4.493026, 3.226692, -1.958235], [2.728819, 2.631532, -3.716009], [1.815225, 0.337987, -3.763794], [2.529942, -1.397423, -2.198000], [0.781030, 0.396570, 6.805992], [1.686288, -0.668750, 6.352115], [2.393709, -1.497822, 5.986032], [0.303533, 0.103273, 7.739578], [1.343073, 1.315567, 6.964738], [0.014405, 0.573666, 6.052722], [-8.842740, 1.595029, -5.484370], [-9.635347, 1.429420, -6.712800], [-10.253558, 1.299696, -7.674508], [-8.998170, 2.592099, -5.074915], [-9.146045, 0.856424, -4.744940], [-7.784625, 1.461825, -5.705572], [-12.228872, 4.132318, -7.348390], [-12.471839, 5.080761, -6.250013], [-12.661673, 5.821862, -5.391646], [-13.166906, 3.672323, -7.654086], [-11.795233, 4.655054, -8.199192], [-11.541633, 3.353428, -7.023178], [5.637460, -0.532892, 7.952061], [5.700730, -0.063198, 6.561594], [5.751053, 0.304823, 5.473108], [5.170183, 0.226222, 8.577044], [5.050480, -1.448936, 8.003043], [6.643211, -0.728677, 8.321233], [8.928129, 1.870620, 5.675042], [9.075564, 1.509121, 7.092338], [9.190893, 1.223665, 8.200527], [7.918886, 1.632303, 5.339423], [9.106081, 2.936755, 5.542971], [9.644479, 1.312901, 5.074084], [9.511188, -2.871273, -2.981072], [8.054911, -2.870373, -3.184115], [6.916114, -2.869780, -3.339040], [9.755207, -3.400620, -2.061457], [10.000760, -3.366152, -3.818232], [9.874535, -1.847428, -2.910032]], "forces_ev_per_angstrom": [[0.5, 0.2, 0.3], [-0.1, -1.1, -0.1], [-0.1, 0.0, 0.6], [0.3, 1.0, -0.6], [-0.6, -0.9, 0.5], [0.3, 1.7, 0.4], [-0.1, -0.7, -0.2], [-1.4, 0.0, 0.2], [1.2, 0.3, -0.5], [0.2, -1.3, 0.7], [1.0, 0.9, 0.2], [-0.2, -2.6, -1.5], [-1.0, 0.3, 0.1], [-0.6, -1.1, -2.3], [-1.2, 0.7, 0.7], [0.7, -0.4, 1.2], [1.1, -1.7, -0.8], [-1.4, 0.3, -0.9], [0.7, 1.0, 1.5], [-0.1, -0.3, -0.2], [1.3, 0.9, 0.1], [-0.4, -0.4, 0.1], [-0.7, 0.2, 0.6], [0.8, 1.3, -0.7], [-0.5, -0.9, 0.2], [0.3, 0.3, 0.2], [0.1, 0.7, 0.8], [0.2, 0.1, -0.6], [-0.5, -1.0, 1.9], [1.5, 1.0, -0.1], [-0.7, -0.4, -0.1], [-0.4, 0.2, -1.1], [0.5, -0.1, 0.5], [-0.9, -0.5, -0.8], [0.0, 0.2, 0.1], [0.1, -0.7, 0.4], [-0.3, -0.7, 0.1], [0.5, 1.8, -0.3], [-0.2, -0.4, -0.3], [-0.4, 0.3, -0.3], [-0.3, 0.3, 0.3], [-0.4, 0.4, -0.2], [0.2, 0.2, -0.5], [0.4, -0.2, 0.1], [0.3, 0.3, -0.1], [-0.5, -0.3, -0.1], [0.4, -0.2, 0.2], [-0.4, -0.3, 0.0], [0.0, 0.2, -0.6], [-0.2, -0.5, -0.2], [0.3, 0.3, -0.3], [0.5, -0.4, 0.2], [-0.3, 0.1, 0.3], [0.4, -0.2, 0.3], [0.2, 0.1, -0.4], [-0.5, 0.1, -0.1], [-0.3, -0.2, 0.2], [-0.2, 0.5, -0.1], [0.0, 0.4, -0.2], [-0.3, 0.2, 0.5], [-0.4, 0.4, 0.2], [0.2, 0.5, -0.1], [0.0, 0.4, 0.5], [0.7, 0.3, -0.1], [0.1, 0.2, 0.4], [-0.3, -0.3, -0.3], [0.0, -0.6, 0.1], [0.2, 0.2, 0.0], [0.1, -0.1, -0.3], [-0.3, 0.0, -0.4], [-0.2, -0.4, -0.1], [0.3, -0.1, 0.4], [0.3, 0.3, 0.3], [0.2, 0.3, 0.1], [0.2, -0.2, -0.1], [0.0, 0.1, 0.0], [-0.1, 0.2, 0.3], [0.0, 0.0, 0.0], [0.0, 0.0, 0.0], [0.0, 0.0, 0.0], [-0.2, -0.1, -0.3], [0.1, 0.0, 0.1], [0.1, 0.1, 0.3], [0.0, 0.0, 0.0], [0.0, 0.0, 0.0], [0.0, 0.0, 0.0], [0.0, 0.3, 0.3], [0.0, 0.0, -0.1], [0.0, -0.2, -0.2], [0.0, 0.0, 0.0], [0.0, 0.0, 0.0], [-0.1, 0.0, -0.1], [0.0, 0.0, -0.3], [0.0, 0.0, 0.0], [0.1, 0.0, 0.3], [0.0, 0.0, 0.0], [0.0, 0.0, -0.1], [0.0, 0.1, 0.0], [0.0, 0.0, 0.3], [0.0, 0.0, -0.1], [-0.1, 0.0, -0.3], [0.0, 0.0, 0.0], [0.0, 0.0, 0.0], [0.0, 0.0, 0.0], [-0.3, 0.0, 0.0], [0.1, 0.0, 0.0], [0.3, 0.0, 0.0], [0.0, 0.0, 0.0], [0.0, 0.0, 0.0], [0.0, 0.0, 0.0]], "total_charge": -1, "e_tot_ha": -3039.28522, "molar_mass_g_mol": 891.862, "lumo_energy_ev": 1.0818, "homo_energy_ev": -5.73}